No. 1
39
Properties=species:S:1:pos:R:3:forces:R:3:mulliken_charge:R:1 method="wB97M-V/def2-TZVPD" fmax_ha_per_bohr=0.233 charge=+1 gap_ev="8.22 / 7.40" e_tot_ha=-3189.9667
Ga -1.199 -0.446 1.756 0.105 -0.347 -0.936 0.70
H -1.202 -2.406 -2.844 -0.022 -0.016 -0.011 0.02
H 2.067 0.775 -1.990 2.119 0.502 -1.135 0.25
P -2.475 0.812 -0.390 -0.691 0.915 0.162 0.57
P 0.647 -2.175 0.848 1.158 -0.567 0.692 0.59
C 1.840 -1.869 2.194 0.082 0.743 0.449 -1.21
H 2.481 -2.739 2.365 -0.061 0.139 -0.112 0.42
H 2.471 -0.998 1.941 -0.229 -0.332 0.129 0.31
H 1.295 -1.646 3.126 0.278 -0.103 -0.197 0.38
C 0.284 -3.930 1.232 -0.789 -0.260 -0.085 -1.17
H -0.154 -4.424 0.352 0.073 0.120 0.278 0.36
H 1.184 -4.489 1.538 -0.218 0.450 -0.230 0.39
H -0.447 -3.992 2.049 0.123 -0.029 -0.175 0.35
C 1.815 -2.370 -0.545 0.114 0.936 -0.627 -0.96
H 2.463 -1.459 -0.646 -0.649 -0.664 0.137 0.17
H 2.484 -3.230 -0.402 -0.403 0.131 0.131 0.38
H 1.223 -2.497 -1.460 0.316 -0.099 0.045 0.33
C -4.251 0.402 -0.545 -0.213 -0.495 -0.048 -1.19
H -4.848 1.275 -0.863 0.438 -0.289 0.084 0.39
H -4.385 -0.399 -1.281 -0.028 0.088 0.187 0.37
H -4.640 0.053 0.416 0.028 -0.003 -0.114 0.35
C -2.680 2.458 0.370 -0.155 0.329 0.325 -1.24
H -1.764 3.042 0.274 -0.023 0.048 0.051 0.36
H -3.511 3.010 -0.104 0.419 -0.223 0.098 0.40
H -2.917 2.358 1.436 0.045 0.057 -0.121 0.38
C -2.099 1.337 -2.098 0.586 -0.540 -0.579 -1.17
H -1.914 0.427 -2.702 -0.113 0.592 0.126 0.34
H -2.914 1.921 -2.555 0.142 -0.292 0.344 0.37
H -1.194 1.962 -2.127 -0.173 -0.252 0.067 0.34
C 0.432 1.219 0.927 5.324 5.608 -2.764 0.25
O 1.186 2.080 0.563 -6.308 -5.726 3.038 -0.32
H -2.329 -1.513 1.795 -0.595 -0.450 0.217 -0.30
C 3.288 3.213 -0.109 6.678 -4.980 1.403 -0.59
O 2.762 2.456 -1.152 -0.400 1.701 -4.005 -0.25
C 3.012 1.227 -1.520 -2.765 -3.622 11.098 0.28
O 3.284 0.481 -0.316 0.292 2.306 -6.948 -0.56
H 4.531 3.144 -0.241 -3.183 0.251 0.522 0.28
H 3.096 2.750 0.881 0.272 0.522 -0.857 0.32
H 3.077 4.180 -0.172 -1.576 3.849 -0.636 0.31

No. 2
13
Properties=species:S:1:pos:R:3:forces:R:3:mulliken_charge:R:1 method="wB97M-V/def2-TZVPD" fmax_ha_per_bohr=0.203 e_above_lowest_kj_mol=695.3 gap_ev=8.50 e_tot_ha=-468.9359
C -0.265 0.310 -0.003 -7.608 1.785 0.464 0.55
C 1.710 0.520 1.138 7.137 -7.023 -2.925 0.06
H -3.217 -0.744 -0.199 2.907 4.183 -1.972 0.27
H -2.250 1.290 -0.497 -0.993 -5.168 -0.124 0.38
H -0.655 -1.047 -1.797 -1.766 1.741 4.746 0.34
H 2.392 -1.113 -0.104 -2.692 -1.337 -1.347 0.43
H 1.524 1.466 1.509 -0.972 1.612 1.045 0.43
N -2.443 0.059 -0.805 -1.062 -1.122 1.849 -0.58
N -1.154 -0.603 -0.583 0.959 0.282 -4.989 -0.28
N 0.998 0.009 0.027 2.341 -0.483 1.195 0.21
O -0.846 1.296 0.575 3.410 -1.346 -0.820 -0.74
O 1.368 -1.265 -0.596 3.718 3.386 3.469 -0.44
O 2.838 -0.181 1.336 -5.379 3.489 -0.590 -0.63

No. 3
9
Properties=species:S:1:pos:R:3:forces:R:3:mulliken_charge:R:1 method="wB97M-V/def2-TZVPD" fmax_ha_per_bohr=0.066 e_above_lowest_kj_mol=222.6 gap_ev="8.19 / 8.19" e_tot_ha=-1000.3958
C 0.803 1.314 0.560 -0.469 -2.019 -2.708 0.04
N -0.309 0.980 0.906 -2.500 -0.520 0.400 -0.49
N -1.093 -0.225 -0.521 0.413 -0.161 2.972 -0.11
N -0.724 -1.454 -0.054 -0.443 -0.533 -0.762 -0.30
S 1.526 0.675 -1.012 -1.138 0.142 -1.427 -0.17
S -0.489 0.481 -1.830 2.535 -0.023 0.459 0.09
H 1.547 1.855 1.010 1.531 1.467 1.662 0.46
H 0.123 -1.692 0.421 1.464 1.109 -0.508 0.26
H -1.384 -1.935 0.521 -1.391 0.537 -0.086 0.22

No. 4
144
Properties=species:S:1:pos:R:3:forces:R:3:mulliken_charge:R:1 method="wB97M-V/def2-TZVPD" fmax_ha_per_bohr=0.074 e_above_lowest_kj_mol=0.0 charge=+4 gap_ev=9.22 e_tot_ha=-3516.4632
C -5.065 -15.638 14.612 0.209 -0.250 1.256 -1.34
C -6.221 -16.220 15.442 1.319 0.533 0.630 0.07
C -7.033 -15.064 15.998 -1.202 -0.935 0.254 -0.69
O -8.338 -15.578 16.352 0.449 1.232 0.319 -0.37
C -9.193 -14.560 16.972 0.147 0.181 -1.579 -0.73
N -7.053 -16.992 14.534 -1.805 -0.828 -0.601 -0.24
H -7.990 -17.201 14.901 0.194 -0.102 0.685 0.35
H -7.304 -16.487 13.693 0.459 0.275 -0.666 0.36
H -6.593 -17.863 14.303 0.059 -0.319 -0.426 0.37
H -4.413 -16.416 14.221 0.015 0.078 -0.182 0.43
H -4.474 -14.999 15.273 0.128 -0.164 -0.059 0.34
H -5.442 -14.979 13.847 -0.155 -0.006 -0.504 0.43
H -5.883 -16.974 16.202 -0.246 1.041 -0.419 0.33
H -7.158 -14.319 15.224 -0.040 0.382 -0.353 0.40
H -6.486 -14.599 16.812 -0.074 -0.045 0.395 0.42
H -9.157 -13.581 16.432 0.406 -0.708 0.156 0.32
H -8.873 -14.384 17.990 -0.262 -0.211 0.328 0.29
H -10.231 -14.883 16.815 0.427 -0.224 0.636 0.27
C -13.365 -9.622 24.008 0.454 0.968 -0.844 -1.69
C -13.756 -10.883 24.718 -0.947 -0.083 0.782 0.54
C -14.832 -11.769 23.977 -0.205 3.486 -0.444 -0.75
O -14.754 -13.034 24.402 0.601 -2.342 0.507 -0.38
C -15.366 -14.017 23.566 0.892 -1.417 -1.460 -0.74
N -12.578 -11.754 24.946 1.236 -1.077 -1.269 -0.15
H -12.371 -12.011 25.893 -0.055 0.238 0.906 0.39
H -12.911 -12.661 24.535 0.663 0.169 0.024 0.38
H -11.674 -11.406 24.535 -0.977 -0.434 0.133 0.17
H -14.263 -9.122 23.691 -0.571 0.517 0.343 0.50
H -12.885 -9.737 23.025 0.210 -0.708 0.286 0.45
H -12.718 -8.903 24.563 -0.651 -0.686 0.009 0.31
H -14.158 -10.663 25.716 0.127 0.084 -0.272 0.24
H -14.657 -11.652 22.910 0.087 -0.208 -0.461 0.43
H -15.812 -11.318 24.183 0.087 0.069 -0.017 0.39
H -16.353 -14.310 23.868 -0.436 0.126 0.633 0.30
H -14.716 -14.929 23.533 -0.539 0.810 0.439 0.26
H -15.456 -13.736 22.495 0.229 0.495 0.654 0.35
C -8.202 -14.610 28.188 0.302 1.710 0.229 -1.32
C -6.775 -14.403 27.590 -0.995 0.293 0.562 0.25
C -5.872 -15.553 27.965 0.205 1.280 0.085 -0.69
O -4.761 -15.430 27.087 1.414 -1.457 1.655 -0.40
C -3.590 -16.168 27.697 -1.057 -0.005 -0.201 -0.73
N -6.879 -14.400 26.073 -0.650 -1.960 0.940 0.01
H -5.991 -14.678 25.655 0.307 0.400 -0.004 0.48
H -7.579 -15.112 25.794 0.475 0.339 0.165 0.40
H -7.278 -13.533 25.787 -0.367 1.276 -0.596 -0.12
H -8.143 -14.629 29.293 0.140 0.031 -0.536 0.40
H -8.730 -15.532 27.902 0.354 0.326 -0.311 0.41
H -8.772 -13.679 27.924 0.084 -1.104 0.202 0.31
H -6.349 -13.386 27.913 -0.553 -1.589 -0.645 0.29
H -6.438 -16.497 27.897 0.498 -0.037 -0.151 0.36
H -5.610 -15.356 29.020 0.159 -0.447 -0.309 0.40
H -2.867 -16.351 26.892 -0.126 0.476 0.390 0.26
H -3.972 -17.163 28.006 0.266 0.567 -0.019 0.33
H -3.174 -15.626 28.600 -0.490 -0.415 -1.260 0.28
C -5.429 -3.956 28.900 0.077 1.322 1.448 -1.44
C -6.549 -3.368 28.083 -1.644 -1.434 -1.657 0.52
C -6.189 -2.772 26.703 -1.676 -0.056 1.687 -0.28
O -5.063 -2.038 26.845 1.700 0.363 -0.008 -0.33
C -4.920 -0.754 26.264 0.860 0.254 -0.497 -0.77
N -7.591 -4.493 27.791 0.053 0.756 0.355 -0.33
H -8.527 -4.337 28.630 0.341 0.088 -0.462 0.50
H -8.041 -4.456 26.871 0.248 0.557 0.128 0.17
H -7.132 -5.390 27.737 0.306 -0.362 0.238 0.22
H -5.838 -4.523 29.793 0.552 0.612 -1.072 0.42
H -4.859 -3.052 29.287 -0.366 -1.342 -0.318 0.37
H -4.762 -4.580 28.304 -0.056 -0.106 0.056 0.23
H -7.119 -2.588 28.548 -0.077 0.139 1.025 0.20
H -7.038 -2.140 26.439 -0.171 -0.016 -0.398 0.52
H -6.163 -3.622 26.062 0.678 -0.591 -1.318 -0.18
H -4.798 0.001 27.047 -0.699 -0.030 -0.096 0.29
H -5.645 -0.491 25.469 0.019 -0.228 0.735 0.36
H -3.938 -0.767 25.794 0.062 0.075 -0.338 0.24
C -10.317 -6.471 24.635 0.650 -1.386 0.934 -1.04
C -9.667 -7.275 23.488 -0.316 -0.201 -0.196 0.85
C -9.418 -6.309 22.355 -0.307 0.241 -0.921 -1.13
O -8.780 -7.043 21.308 -0.509 1.016 -0.293 -0.36
C -8.518 -6.248 20.125 0.200 -0.096 0.283 -0.80
N -8.390 -8.068 23.783 -0.874 0.326 -0.970 0.40
H -8.660 -9.053 24.055 0.482 0.975 -0.046 0.15
H -7.896 -8.098 22.850 -0.420 -0.023 1.049 0.55
H -7.805 -7.533 24.458 0.096 -0.139 0.298 0.03
H -11.013 -7.060 25.286 0.868 0.364 -0.428 0.20
H -10.903 -5.700 24.198 -0.618 0.660 -0.459 0.53
H -9.551 -5.958 25.238 -0.241 -0.414 -0.065 0.03
H -10.354 -8.028 23.050 0.242 0.309 0.460 0.07
H -8.792 -5.444 22.578 0.073 -0.006 0.521 0.34
H -10.453 -5.902 22.127 1.095 -0.498 -0.446 0.53
H -8.059 -6.930 19.424 -0.470 -0.277 -0.416 0.27
H -7.742 -5.484 20.233 -0.107 0.110 0.771 0.31
H -9.418 -5.736 19.748 0.182 -0.543 0.059 0.32
C -0.314 -4.885 25.649 -0.011 -0.446 -0.999 -1.31
C -1.677 -5.538 25.661 0.318 -0.353 0.750 0.11
C -1.879 -6.598 26.705 -0.909 -0.908 0.256 -0.80
O -1.828 -6.033 27.977 0.656 0.903 -0.111 -0.36
C -1.756 -7.015 29.012 -0.384 -0.118 -2.127 -0.76
N -2.683 -4.531 25.931 -1.343 1.260 0.693 -0.02
H -2.624 -3.764 25.236 -0.418 -0.494 0.520 0.37
H -3.629 -5.060 25.892 0.500 1.034 -0.218 0.22
H -2.486 -4.121 26.882 -0.484 -0.527 -1.044 0.49
H -0.146 -4.175 26.447 -0.160 0.074 0.319 0.37
H -0.154 -4.379 24.681 0.150 -0.213 0.412 0.39
H 0.379 -5.703 25.768 0.674 0.060 -0.162 0.39
H -1.964 -6.064 24.769 0.181 0.219 -0.916 0.31
H -1.074 -7.324 26.547 -0.167 -0.256 0.161 0.55
H -2.901 -7.092 26.576 1.221 0.340 -0.159 0.33
H -1.254 -6.558 29.819 0.333 0.292 1.145 0.29
H -1.154 -7.831 28.575 -0.394 -0.116 0.809 0.34
H -2.801 -7.261 29.188 0.173 -0.679 0.650 0.26
C -11.556 -1.459 34.000 -0.365 1.105 0.167 -1.43
C -10.959 -2.849 34.034 -1.503 0.351 0.805 0.25
C -11.106 -3.459 35.460 0.938 -1.307 -1.327 -0.63
O -10.698 -4.807 35.168 -0.148 -0.631 0.231 -0.40
C -10.908 -5.963 36.017 1.358 1.224 0.765 -0.73
N -11.665 -3.850 33.089 1.541 -0.237 1.084 -0.18
H -12.651 -3.895 33.309 -0.320 0.033 0.028 0.38
H -11.542 -3.705 32.070 0.265 -0.214 -0.139 0.28
H -11.210 -4.766 33.421 -0.820 1.179 -0.611 0.42
H -12.637 -1.381 34.105 -0.277 -0.734 0.233 0.40
H -11.415 -0.947 33.045 0.606 0.069 0.183 0.38
H -11.199 -0.833 34.865 0.143 -0.605 -1.045 0.36
H -9.915 -2.813 33.757 0.177 -0.278 -0.170 0.30
H -12.119 -3.387 35.855 -0.159 -0.065 -0.025 0.41
H -10.393 -3.006 36.141 -0.014 0.289 0.138 0.42
H -11.703 -5.790 36.738 -0.095 -0.129 -0.047 0.33
H -9.950 -6.197 36.540 -0.752 0.334 -0.112 0.25
H -11.088 -6.789 35.367 -0.511 -0.522 -0.432 0.28
O -11.016 -4.607 28.224 0.224 0.086 -2.431 -0.42
C -10.533 -4.225 29.388 -1.045 -1.725 1.654 0.74
O -11.340 -4.418 30.318 0.429 1.224 1.126 -0.89
O -9.328 -3.908 29.438 0.887 0.718 0.623 -0.58
H -11.919 -4.817 28.457 -0.649 -0.262 -0.263 0.32
O -6.241 -5.990 23.497 -0.542 -0.235 -0.204 -0.28
C -5.904 -6.154 24.808 0.001 0.397 0.713 0.58
O -4.714 -6.025 25.158 0.320 0.136 -0.427 -0.87
O -6.881 -6.393 25.532 -0.671 -0.493 0.267 -0.98
H -5.468 -5.777 22.990 0.844 0.149 -0.403 0.25
C -6.628 -11.061 24.406 0.605 1.182 0.631 0.66
F -6.563 -9.936 25.210 -0.350 -1.256 -1.045 -0.24
F -6.227 -10.719 23.176 -0.060 -0.113 0.672 -0.22
F -5.766 -11.945 24.941 -0.333 0.171 -0.410 -0.21
S -8.324 -11.774 24.313 -0.159 -1.650 1.387 1.23
O -8.617 -12.278 25.652 0.949 -0.319 0.139 -0.72
O -9.206 -10.714 24.013 -1.757 3.293 -0.723 -0.86
O -8.277 -12.739 23.279 0.874 -1.274 -0.669 -0.68